(1)
Here is C22H35BrO2P2Pt as an isolated structure at a distorted geometry from the Open Molecules 2025 dataset. Energies are from ωB97M-V/def2-TZVPD.

Properties
**Multiplicity**: 3
**Relative energy (zero: lowest compared OMol25 entry of this formula, charge and spin)**: 183.2 kJ/mol
**LUMO level (alpha / beta)**: -0.53 / -0.53 eV

Last column: Löwdin spin population.
Atoms and positions in Å:
P 0.13909 -2.12288 -2.44358  -0.0003
P 0.26080 1.43856 -2.65318  0.0016
C -0.32520 -1.09165 -3.87342  0.0004
C 0.56266 0.14355 -3.98325  0.0002
H -1.39827 -0.82847 -3.82734  0.0001
H -0.16052 -1.72725 -4.75506  0.0001
H 1.63013 -0.13013 -4.00429  0.0000
H 0.39023 0.67426 -4.93538  0.0000
C -1.14149 2.35393 -3.37753  0.0046
H -1.49494 3.14064 -2.69898  0.0026
H -1.96687 1.67381 -3.62045  0.0012
H -0.82203 2.82545 -4.31646  0.0000
C 1.71177 2.48439 -3.15451  0.0024
H 1.56338 2.82239 -4.18922  0.0001
H 2.63505 1.88982 -3.16084  0.0002
H 1.85437 3.36841 -2.51805  0.0015
C -1.05968 -3.48232 -2.43650  0.0001
H -0.94774 -4.09170 -1.53006  0.0000
H -0.83449 -4.09058 -3.32227  0.0000
H -2.08294 -3.08527 -2.50061  0.0002
C 1.70284 -2.93107 -2.84551  0.0000
H 2.50975 -2.21624 -3.06102  0.0000
H 1.53435 -3.57129 -3.72521  0.0000
H 2.00278 -3.57554 -2.00968  0.0002
Pt 1.21863 -1.90359 2.44490  0.7224
C 0.17749 1.99190 -0.82337  0.1062
C -1.10322 1.94072 -0.19219  0.5955
C -2.26661 1.21422 -0.66255  0.0973
C -2.07847 -0.30449 -0.52392  0.0499
C -0.91193 -1.04932 -1.05990  0.0028
C 0.58450 -0.97571 -1.10781  0.0008
C 1.73240 0.07520 -1.01147  0.0054
C 1.32266 1.25198 -0.14571  0.0353
C 0.55354 -3.61445 3.05786  0.1159
H 0.42136 3.07611 -0.89936  0.0298
H -1.15610 2.36204 0.81432  0.0271
H -2.61572 1.46323 -1.67444  0.0195
H -3.09324 1.46706 0.02901  0.0012
H -2.06276 -0.49084 0.56323  -0.0003
H -3.00182 -0.76464 -0.90427  0.0045
H -1.11598 -2.04593 -0.58770  0.0007
H 0.94981 -1.71554 -0.35486  0.0034
H 2.16667 0.42138 -1.96833  0.0004
H 2.61146 -0.40162 -0.55824  0.0013
H 1.03257 0.93629 0.86745  0.0019
H 2.19772 1.90857 -0.06193  0.0009
H 1.26628 -3.86958 3.87517  0.0168
H 0.45418 -4.38356 2.27813  0.0325
H -0.43330 -3.34880 3.49626  0.0121
Br 1.56302 2.73011 3.40129  0.0041
C 0.55616 1.91142 4.77830  0.0008
C 0.61988 2.45738 6.06455  0.0000
C -0.20938 1.97254 7.09027  0.0003
C -1.09183 0.92052 6.82511  -0.0001
C -1.13228 0.33750 5.56385  0.0003
C -0.31451 0.83028 4.53641  0.0000
C -0.29763 0.15076 3.19878  0.0146
O -1.33614 -0.19251 2.61441  0.0060
O 0.94872 0.02122 2.73013  0.0757
H 1.31666 3.27228 6.25348  0.0001
H -0.18618 2.43568 8.08036  0.0000
H -1.75988 0.54045 7.59923  0.0000
H -1.78977 -0.49906 5.31596  0.0001

(2)
Here is C22H35BrO2P2Zn as an isolated structure at a distorted geometry from the Open Molecules 2025 dataset. Energies are from ωB97M-V/def2-TZVPD.

Properties
**Multiplicity**: 1
**Relative energy (zero: lowest compared OMol25 entry of this formula, charge and spin)**: 232.8 kJ/mol
**LUMO level (alpha / beta)**: 0.37 / 0.36 eV

Last column: Löwdin charge in e.
Atoms and positions in Å:
P 0.28447 -2.44179 -0.15874  0.7735
P -0.14758 2.35484 0.81320  0.8254
C -0.10902 -0.70546 -0.75054  -0.4341
C 0.46370 1.02011 -0.36734  -0.4605
H -1.17742 -0.57360 -0.98188  0.0741
H 0.42168 -0.71396 -1.71519  0.0022
H 1.54856 1.04928 -0.51999  0.0544
H -0.02383 1.47526 -1.23046  -0.0235
C -1.73870 2.82450 0.04954  -0.2688
H -2.51990 2.58226 0.79814  0.0379
H -1.94993 2.27095 -0.87567  0.0126
H -1.69225 3.91048 -0.14750  0.0391
C 1.02276 3.70965 0.54621  -0.2935
H 0.48530 4.50325 0.01172  0.0338
H 1.89170 3.34163 -0.01203  0.0332
H 1.34176 4.02907 1.55130  -0.0300
C -0.87318 -3.55182 -0.96088  -0.2375
H -1.07050 -4.40782 -0.30047  0.0458
H -0.46229 -3.93501 -1.90407  0.0502
H -1.80148 -3.00028 -1.16236  0.0528
C 1.97838 -2.90366 -0.60005  -0.2040
H 2.60369 -2.01625 -0.78021  0.0555
H 1.98985 -3.54428 -1.49666  0.0424
H 2.38551 -3.48865 0.24158  0.0503
Zn -0.00536 -0.19237 1.16809  0.5849
C 0.56589 1.03057 -3.38480  -0.1173
C -0.77456 1.07665 -3.21048  -0.1413
C -1.76650 0.36552 -4.06657  -0.1758
C -1.32639 -1.03988 -4.54353  -0.1780
C -0.50768 -1.79921 -3.56395  -0.1343
C 0.83515 -1.90091 -3.52630  -0.1392
C 1.75023 -1.05173 -4.34698  -0.1773
C 1.27645 0.40924 -4.54702  -0.1808
C 0.18647 -2.71061 1.63099  -0.2693
H 1.24309 1.63594 -2.77362  0.1034
H -1.23220 1.88578 -2.63352  0.0887
H -1.99307 0.98343 -4.95163  0.1196
H -2.71286 0.28376 -3.50771  0.1111
H -2.25050 -1.62290 -4.68681  0.1144
H -0.84715 -0.97509 -5.53156  0.1096
H -1.14283 -2.45304 -2.97332  0.0659
H 1.30039 -2.80610 -3.12895  0.0835
H 1.85066 -1.52509 -5.34011  0.1193
H 2.75268 -1.04970 -3.89139  0.1083
H 2.17691 1.01788 -4.73207  0.1131
H 0.68346 0.47283 -5.47239  0.1061
H 0.84887 -2.05908 2.26596  0.0557
H 0.59466 -3.72607 1.77976  0.0554
H -0.84140 -2.67757 2.04682  0.0654
Br 1.24135 3.32193 4.30828  0.8000
C 0.40687 2.09129 5.49324  -0.5867
C 0.47624 2.35979 6.87098  -0.1266
C -0.17760 1.52939 7.79746  -0.0814
C -0.92640 0.44986 7.31668  -0.0839
C -1.02727 0.19974 5.94435  -0.0225
C -0.29789 0.96282 5.02406  -0.1720
C -0.34841 0.61293 3.56741  -0.6431
O -1.43871 0.70057 2.91992  -0.0749
O 0.77167 0.25100 2.99337  -0.1476
H 1.03719 3.21549 7.22553  0.0916
H -0.11669 1.74571 8.86235  0.1023
H -1.45954 -0.20900 8.00647  0.1024
H -1.65648 -0.59250 5.54330  0.1197

(3)
Here is C22H35Cl2N11Rb as an isolated structure from the Open Molecules 2025 dataset. Energies are from ωB97M-V/def2-TZVPD.

Properties
**Net charge**: +1
**Multiplicity**: 1
**Relative energy (zero: lowest compared OMol25 entry of this formula, charge and spin)**: 65.7 kJ/mol
**LUMO level**: -2.19 eV

Last column: Löwdin charge in e.
Atoms and positions in Å:
Rb 0.02047 1.22863 0.13706  0.6598
C -0.29142 4.20155 2.45792  -0.2129
C -1.57449 3.35498 2.43019  -0.2300
N -1.36636 1.93937 2.72415  -0.1167
C -0.72258 1.64371 4.00496  -0.1977
C 0.33365 0.54089 3.89825  -0.1990
N 1.27599 0.70131 2.79373  -0.1308
C 2.34069 1.68383 2.95084  -0.2143
C 1.89366 3.14774 2.96807  -0.2030
N 0.91782 3.54473 1.93689  -0.0928
H -0.49765 5.09641 1.86649  0.1173
H -0.11220 4.55969 3.47647  0.1102
H -2.28415 3.83788 3.11776  0.1220
H -2.02483 3.41168 1.43489  0.0761
H -2.25900 1.46528 2.67535  0.1120
H -0.27650 2.55448 4.39824  0.0949
H -1.44894 1.33030 4.76212  0.1249
H 0.83920 0.46119 4.87262  0.1232
H -0.18202 -0.40735 3.72735  0.1107
H 1.71240 -0.19661 2.62450  0.0958
H 2.92581 1.53035 3.87111  0.1240
H 3.02803 1.52657 2.11556  0.0973
H 1.48934 3.38617 3.95216  0.1014
H 2.80251 3.75142 2.88138  0.1221
H 1.37454 4.18272 1.30174  0.0957
Cl -1.25022 3.96800 -1.43984  0.5224
C -2.44570 3.02072 -2.35509  -0.9502
Cl -2.94917 1.57320 -1.47123  0.5253
H -1.99175 2.71065 -3.28824  0.0334
H -3.31495 3.64635 -2.51370  0.0382
N 1.84372 2.96178 -3.14140  -0.0072
C 3.25112 2.51354 -3.18019  -0.2274
C 3.95885 2.73710 -1.85541  -0.2565
N 3.23392 2.07592 -0.75940  0.0055
H 0.99132 1.59495 -3.05318  0.0432
H 1.64344 3.63146 -3.87315  0.1030
H 1.65041 3.40520 -2.24917  0.0565
H 3.79265 3.02717 -3.97401  0.1209
H 3.27716 1.44556 -3.42430  0.1049
H 3.98794 3.80859 -1.64301  0.1180
H 4.99328 2.39445 -1.94990  0.1187
H 3.64024 2.36141 0.12388  0.0601
H 3.38315 1.06990 -0.81168  0.0433
C -0.84676 -3.77051 1.66549  -0.0361
C -0.12891 -2.61106 1.42297  -0.1494
N -0.49429 -1.70779 0.51490  -0.0031
C -1.59815 -1.95374 -0.18956  -0.1196
C -2.37919 -3.09253 -0.04278  -0.2148
C -1.98845 -4.01227 0.92256  -0.0109
C -3.58842 -3.29615 -0.87295  -0.0367
C -3.77071 -4.24939 -1.78333  -0.0244
C -2.77984 -5.24833 -2.22905  -0.2718
C -3.20009 -6.41716 -2.85199  -0.0040
C -2.21944 -7.30721 -3.25312  -0.1186
N -0.92438 -7.06889 -3.06937  0.0852
C -0.62810 -5.91835 -2.47441  -0.1899
N -1.47963 -4.99568 -2.04674  0.1424
H -0.50790 -4.47281 2.41433  0.1115
H 0.78598 -2.40665 1.96790  0.1030
H -1.86055 -1.22165 -0.95008  0.0882
H -2.56873 -4.91371 1.07415  0.1285
H -4.40920 -2.60816 -0.69387  0.1159
H -4.73915 -4.31520 -2.26656  0.1122
H -4.24892 -6.62443 -3.01383  0.1132
H -2.47727 -8.24124 -3.73935  0.1126
H 0.42558 -5.70484 -2.33180  0.1114
N 3.39926 -1.58963 -0.69320  0.1472
C 2.74023 -1.50582 -1.63597  -0.3420
N 1.98947 -1.40184 -2.74538  0.1377
C 1.28661 -0.37205 -2.80325  -0.2825
N 0.60158 0.60422 -2.81649  0.1523

Which value of multiplicity does entry 3 give?
1

Among the records above, which one has the lowest relative energy (zero: lowest compared OMol25 entry of this formula, charge and spin)?
C22H35Cl2N11Rb

The lowest relative energy (zero: lowest compared OMol25 entry of this formula, charge and spin) belongs to which entry?
C22H35Cl2N11Rb

Among the records above, which one has the highest relative energy (zero: lowest compared OMol25 entry of this formula, charge and spin)?
C22H35BrO2P2Zn